Entry one
A 2-piece molecular cluster, C4H14N2O2 overall. Source: the Open Molecules 2025 dataset; level of theory: ωB97M-V with the def2-TZVPD basis set.

Geometry as XYZ:
```
22
C4H14N2O2 ωB97M-V with the def2-TZVPD basis set
C 1.88356 1.71764 0.91763
C 1.14308 0.71403 -0.02828
C -0.15074 1.37484 -0.51459
O -1.06536 0.31582 -0.93632
N 0.81184 -0.45878 0.76072
C 0.65566 -1.80049 0.21465
N 0.90194 -2.84230 1.20977
H 2.95254 1.58724 0.77258
H 1.68858 1.39048 1.93152
H 1.54310 2.71541 0.65383
H 1.79661 0.35812 -0.82261
H -0.65724 1.84714 0.32329
H -0.13177 1.98991 -1.41585
H -1.42448 0.42338 -1.81368
H -0.01187 -0.33634 1.34014
H 1.41093 -2.00031 -0.55028
H -0.32843 -1.96777 -0.21949
H 1.84960 -3.20395 1.24894
H 0.62909 -2.51018 2.12096
O -4.42778 0.01203 -2.09555
H -4.65330 0.93720 -1.92592
H -4.41554 -0.26311 -1.17144
```

The calculation puts the HOMO-LUMO gap at 9.2 eV. As for the SMILES: C[C@H](CO)NCN.O. The value obtained for the molar mass is 122.2 g/mol.

natural (NBO) population analysis, charges in e, atoms 1 to 6: C -0.61; C -0.07; C -0.08; O -0.77; N -0.65; C -0.04

---

Entry two
A 3-piece molecular cluster, C4H14N2O2 overall. Source: the Open Molecules 2025 dataset; level of theory: ωB97M-V with the def2-TZVPD basis set.

Geometry as XYZ:
```
22
C4H14N2O2 ωB97M-V with the def2-TZVPD basis set
C 1.45801 2.11486 -0.22036
C -0.08563 2.13326 -0.28966
C -0.69592 1.68825 1.09141
N -0.46249 0.29858 1.28731
C -1.13994 -0.66406 0.65165
N -2.20015 -0.56012 -0.26562
H 1.76102 2.84656 0.47595
H 1.81005 1.22142 0.30773
H 1.97183 2.25610 -1.15468
H -0.46487 3.15430 -0.32095
H -0.65804 1.67729 -1.15320
H -1.75830 2.05904 1.07880
H -0.12585 2.31755 1.92047
H -0.74322 -1.66305 0.97881
H -2.61414 -1.38559 -0.45935
H -2.76223 0.33523 -0.24009
O 0.21836 -4.43831 -1.64995
H -0.22113 -3.74582 -1.28899
H 1.14883 -4.29813 -1.35793
O 1.92483 -2.16019 0.22294
H 1.68049 -1.60162 0.95946
H 1.95849 -1.58552 -0.57373
```

The calculation puts the HOMO-LUMO gap at 9.8 eV. As for the SMILES: CCC/N=C\N.O.O. The value obtained for the molar mass is 122.2 g/mol.

natural (NBO) population analysis, charges in e, atoms 1 to 6: C -0.62; C -0.41; C -0.24; N -0.53; C 0.26; N -0.83

---

The computed energies, referenced to the most stable structure and given in kcal/mol, are entry one 0.0; entry two 2.9.

---

Entry one
A 2-piece molecular cluster, C4H14N2O2 overall. Source: the Open Molecules 2025 dataset; level of theory: ωB97M-V with the def2-TZVPD basis set.

Geometry as XYZ:
```
22
C4H14N2O2 ωB97M-V with the def2-TZVPD basis set
C 1.72726 2.13317 0.89113
C 0.98624 1.11036 0.02048
N 1.81197 0.83567 -1.16759
C 0.68953 -0.18798 0.93156
N -0.71199 -0.09804 1.49473
C -1.35806 -1.39127 1.55462
O -1.57373 -1.71302 0.23780
H 2.21142 3.02797 0.30890
H 0.86315 2.70748 1.43234
H 2.60896 1.68219 1.41746
H 0.10998 1.69689 -0.50131
H 2.39984 0.12447 -1.11840
H 1.47561 0.59401 -2.18295
H 1.40686 -0.17467 1.82087
H 0.79290 -1.10905 0.27342
H -1.22054 0.52544 0.76591
H -0.68552 -2.11686 1.97065
H -2.34356 -1.24053 1.94194
H -1.18173 -2.62262 -0.18734
O -1.41718 -0.41667 -3.13200
H -1.24292 -1.34212 -3.03182
H -1.23685 0.13584 -2.43280
```

The calculation puts the HOMO-LUMO gap at 9.4 eV. As for the SMILES: C[C@@H](N)CNCO.O. The value obtained for the molar mass is 122.2 g/mol.

natural (NBO) population analysis, charges in e, atoms 1 to 6: C -0.64; C -0.06; N -0.87; C -0.25; N -0.63; C 0.09

---

Entry two
A 2-piece molecular cluster, C4H14N2O2 overall. Source: the Open Molecules 2025 dataset; level of theory: ωB97M-V with the def2-TZVPD basis set.

Geometry as XYZ:
```
22
C4H14N2O2 ωB97M-V with the def2-TZVPD basis set
N -0.58318 2.65702 -1.16097
C -0.02482 2.22230 0.16375
C -0.21490 0.66908 0.30939
N -0.96325 0.35277 1.53186
C 1.11035 -0.11655 0.42594
C 1.31471 -1.18814 -0.62948
O 2.49236 -1.15167 -1.40374
H -0.74983 3.64973 -1.11440
H 0.02607 2.30182 -1.88268
H 1.01888 2.52659 0.16812
H -0.69817 2.64881 0.91904
H -0.86985 0.41148 -0.54223
H -1.96768 0.43706 1.39853
H -0.81291 0.91085 2.36440
H 1.20016 -0.55092 1.41764
H 1.94097 0.60049 0.44477
H 1.27845 -2.17825 -0.16368
H 0.50268 -1.32731 -1.36876
H 3.05002 -0.38180 -1.29910
O -2.68002 -2.99918 0.56467
H -2.60365 -2.59900 1.42635
H -2.33959 -3.87999 0.70812
```

The calculation puts the HOMO-LUMO gap at 9.8 eV. As for the SMILES: NC[C@H](N)CCO.O. The value obtained for the molar mass is 122.2 g/mol.

natural (NBO) population analysis, charges in e, atoms 1 to 6: N -0.86; C -0.23; C -0.06; N -0.86; C -0.45; C -0.06

---

Entry three
A 3-piece molecular cluster, C4H14N2O2 overall. Source: the Open Molecules 2025 dataset; level of theory: ωB97M-V with the def2-TZVPD basis set.

Geometry as XYZ:
```
22
C4H14N2O2 ωB97M-V with the def2-TZVPD basis set
C -0.21791 -0.81555 1.44574
C 0.85513 0.11671 2.00462
C -1.58345 -0.13073 1.36774
H -0.29971 -1.71251 2.06742
H 0.08594 -1.13634 0.44714
H 1.81904 -0.39019 2.08160
H 0.58759 0.48191 3.00055
H 0.98524 0.97538 1.34291
H -1.92637 0.19715 2.35254
H -2.35985 -0.80031 0.97730
H -1.52663 0.76346 0.73824
C 2.26685 0.27098 -1.26845
N -0.82161 -0.34077 -2.49910
N -1.15282 0.90631 -2.33574
O 0.90493 0.47956 -1.40516
O -1.59142 -1.21415 -1.83724
H -2.02257 -0.78672 -1.06714
H -0.19043 1.35972 -2.17840
H -1.82368 1.11261 -1.58952
H 2.77039 0.07722 -2.22936
H 2.48685 -0.57031 -0.59142
H 2.75447 1.15658 -0.82426
```

The calculation puts the HOMO-LUMO gap (spin up / spin down) at 7.6 / 8.1 eV. The value obtained for the molar mass is 122.2 g/mol.

natural (NBO) population analysis, charges in e, atoms 1 to 6: C -0.40; C -0.61; C -0.61; H 0.19; H 0.22; H 0.21

---

Entry four
A 2-piece molecular cluster, C4H14N2O2 overall. Source: the Open Molecules 2025 dataset; level of theory: ωB97M-V with the def2-TZVPD basis set.

Geometry as XYZ:
```
22
C4H14N2O2 ωB97M-V with the def2-TZVPD basis set
C -1.25072 0.55733 2.52793
N -1.02545 -0.06596 1.24414
C 0.36496 -0.52521 1.05767
C 0.83890 -0.23534 -0.36671
N 2.23984 -0.63228 -0.30947
C 0.77146 1.30609 -0.79957
O 0.68971 1.20418 -2.21928
H -1.14286 1.63196 2.42540
H -0.62160 0.17521 3.39697
H -2.26052 0.30409 2.92954
H -1.73317 -0.75696 1.01868
H 1.00169 -0.11583 1.84644
H 0.33655 -1.59955 1.26889
H 0.27774 -0.77190 -1.14702
H 2.75076 0.12802 0.10806
H 2.62060 -1.02393 -1.15623
H -0.05377 1.81802 -0.36874
H 1.78276 1.75250 -0.59212
H 0.91161 2.11855 -2.52299
O -2.15834 -1.55531 -0.95053
H -1.76596 -1.22418 -1.77089
H -3.06441 -1.34839 -1.22180
```

The calculation puts the HOMO-LUMO gap at 8.9 eV. As for the SMILES: CNC[C@H](N)CO.O. The value obtained for the molar mass is 122.2 g/mol.

natural (NBO) population analysis, charges in e, atoms 1 to 6: C -0.41; N -0.67; C -0.23; C -0.06; N -0.86; C -0.07

---

The computed energies, referenced to the most stable structure and given in kcal/mol, are entry one 39.9; entry two 0.0; entry three 93.0; entry four 2.0.